Entry 1:
{"formula": "C33H54CaClF6N3O10P2SSiTe", "method": "the ωB97M-V functional and the def2-TZVPD basis", "species": ["Ca", "C", "C", "C", "O", "P", "O", "C", "P", "O", "O", "C", "C", "C", "O", "C", "C", "C", "O", "C", "C", "C", "H", "H", "H", "H", "H", "H", "H", "H", "H", "H", "H", "H", "H", "H", "H", "H", "H", "H", "H", "H", "H", "H", "H", "H", "H", "H", "H", "H", "H", "H", "C", "Si", "C", "C", "N", "C", "C", "C", "C", "C", "C", "F", "H", "H", "H", "H", "H", "H", "H", "H", "H", "H", "H", "H", "H", "Cl", "C", "C", "C", "C", "N", "C", "H", "H", "H", "H", "N", "C", "C", "C", "C", "C", "C", "S", "O", "O", "O", "H", "H", "H", "H", "H", "H", "F", "Te", "F", "F", "F", "F", "O", "H"], "positions_angstrom": [[0.197, -1.030, -0.311], [-0.575, 5.135, 1.085], [0.131, 4.502, -0.116], [-0.832, 4.111, -1.253], [1.026, 3.475, 0.281], [0.257, 1.949, 0.657], [0.092, 1.199, -0.498], [-1.390, 1.765, 1.522], [-2.155, 0.059, 1.465], [-1.035, -0.769, 1.553], [-3.326, -0.390, 2.674], [-3.058, 0.241, 3.913], [-3.202, -0.789, 5.019], [-4.044, 1.394, 4.101], [-2.771, -0.254, -0.152], [-3.970, -1.014, -0.206], [-5.199, -0.221, 0.259], [-3.852, -2.418, 0.410], [1.487, 1.035, 1.487], [1.743, 1.655, 2.737], [3.218, 2.042, 2.805], [1.391, 0.674, 3.854], [-1.169, 6.015, 0.757], [0.181, 5.480, 1.823], [-1.256, 4.430, 1.591], [0.772, 5.301, -0.547], [-1.569, 3.347, -0.940], [-0.254, 3.723, -2.117], [-1.399, 5.006, -1.586], [-2.168, 2.426, 1.099], [-1.187, 2.086, 2.561], [-2.023, 0.632, 3.988], [-4.224, -1.223, 5.029], [-3.005, -0.313, 6.016], [-2.465, -1.605, 4.876], [-5.090, 1.015, 4.075], [-3.919, 2.142, 3.291], [-3.869, 1.897, 5.078], [-4.139, -1.199, -1.290], [-5.189, 0.022, 1.333], [-6.123, -0.807, 0.055], [-5.263, 0.733, -0.311], [-3.719, -2.406, 1.507], [-2.993, -2.953, -0.043], [-4.776, -2.997, 0.197], [1.152, 2.587, 2.907], [3.861, 1.144, 2.677], [3.448, 2.516, 3.782], [3.453, 2.767, 1.997], [1.988, -0.258, 3.755], [0.316, 0.408, 3.799], [1.591, 1.130, 4.847], [1.593, 1.410, -2.822], [0.462, 0.261, -3.793], [1.482, -0.578, -5.124], [-0.871, 1.302, -4.606], [-0.218, -0.894, -2.691], [-1.088, -1.910, -2.952], [-1.602, -2.201, -4.236], [-2.498, -3.251, -4.491], [-2.927, -4.072, -3.461], [-2.455, -3.835, -2.178], [-1.559, -2.785, -1.919], [-1.197, -2.691, -0.614], [2.042, 2.155, -3.485], [2.400, 0.846, -2.344], [1.034, 1.938, -2.043], [1.992, 0.170, -5.739], [0.866, -1.190, -5.787], [2.245, -1.222, -4.677], [-0.417, 2.094, -5.209], [-1.506, 1.774, -3.851], [-1.509, 0.707, -5.265], [-1.312, -1.601, -5.093], [-2.850, -3.413, -5.505], [-3.618, -4.885, -3.653], [-2.771, -4.459, -1.350], [1.624, -6.644, -1.716], [2.152, -4.978, -1.557], [3.551, -4.620, -1.871], [3.948, -3.346, -1.747], [2.972, -2.326, -1.298], [1.752, -2.662, -1.028], [1.303, -4.015, -1.152], [4.245, -5.387, -2.198], [4.968, -3.058, -1.971], [3.290, -1.294, -1.196], [0.271, -4.256, -0.916], [1.899, 0.063, -1.548], [2.767, 0.883, -0.809], [2.954, 2.227, -1.148], [3.814, 3.029, -0.394], [4.460, 2.491, 0.722], [4.242, 1.166, 1.102], [3.394, 0.367, 0.332], [5.567, 3.555, 1.685], [5.839, 2.769, 2.885], [6.695, 3.715, 0.772], [4.749, 4.747, 1.894], [1.530, 0.499, -2.406], [2.373, -0.817, -1.797], [2.455, 2.658, -2.009], [3.990, 4.069, -0.661], [4.726, 0.767, 1.988], [3.213, -0.659, 0.640], [-0.302, -5.429, 1.748], [-1.043, -3.631, 2.251], [-2.588, -4.531, 3.175], [-0.001, -3.669, 3.967], [-2.116, -3.633, 0.557], [-1.813, -1.859, 2.786], [0.539, -2.705, 1.307], [1.765, -0.553, 1.010]], "lowdin_charge": [1.34, -0.05, -0.48, -0.05, -0.16, 0.72, -0.36, -0.20, 0.74, -0.44, -0.22, -0.52, -0.04, -0.06, -0.17, -0.46, -0.07, -0.06, -0.27, -0.45, -0.09, -0.02, 0.09, 0.10, 0.06, 0.15, 0.07, 0.09, 0.09, 0.06, 0.06, 0.12, 0.09, 0.09, 0.08, 0.09, 0.07, 0.08, 0.14, 0.06, 0.08, 0.07, 0.07, -0.03, 0.10, 0.13, 0.06, 0.12, 0.05, 0.11, 0.07, 0.09, -0.27, 0.47, -0.15, -0.16, -0.11, -0.31, -0.06, -0.12, -0.13, -0.02, -0.21, -0.20, 0.10, 0.01, 0.07, 0.02, 0.02, 0.03, 0.02, 0.02, 0.01, 0.07, 0.08, 0.08, 0.12, 0.64, -0.60, -0.09, -0.03, -0.14, 0.00, -0.09, 0.10, 0.10, 0.08, 0.10, -0.16, -0.28, -0.06, -0.02, -0.31, -0.13, -0.06, 0.43, -0.35, -0.36, -0.36, -0.24, 0.05, 0.07, 0.12, 0.12, 0.09, -0.54, 2.05, -0.52, -0.54, -0.50, -0.53, -0.72, 0.17], "homo_lumo_gap_ev": [5.350, 6.087], "total_charge": -2, "homo_energy_ev": [-1.876, -2.602]}

***

Entry 2:
{"formula": "C52H41N7O7S4SnTe", "method": "the ωB97M-V functional and the def2-TZVPD basis", "species": ["Sn", "O", "C", "O", "C", "C", "C", "C", "C", "N", "C", "O", "O", "H", "H", "H", "H", "H", "N", "C", "S", "N", "N", "C", "C", "C", "C", "C", "C", "C", "O", "H", "H", "H", "H", "H", "H", "H", "C", "C", "C", "C", "C", "O", "C", "C", "C", "C", "C", "C", "C", "O", "C", "C", "C", "N", "C", "C", "Te", "C", "C", "C", "C", "C", "C", "C", "C", "C", "C", "C", "C", "H", "H", "H", "H", "H", "H", "H", "H", "H", "H", "H", "H", "H", "H", "H", "H", "H", "H", "H", "H", "H", "H", "H", "H", "S", "C", "S", "C", "N", "N", "C", "C", "C", "C", "C", "C", "S", "H", "H", "H", "H", "H"], "positions_angstrom": [[0.023, 0.241, -0.236], [-2.868, 1.371, -3.539], [-2.752, 1.606, -2.218], [-2.040, 2.457, -1.758], [-3.610, 0.688, -1.396], [-4.806, 0.167, -1.858], [-5.474, -0.739, -1.050], [-4.882, -1.150, 0.131], [-3.679, -0.559, 0.506], [-3.093, 0.385, -0.214], [-2.881, -1.048, 1.687], [-3.426, -2.140, 2.246], [-1.861, -0.533, 2.055], [-2.140, 1.844, -3.967], [-5.189, 0.454, -2.828], [-6.431, -1.146, -1.353], [-5.315, -1.915, 0.759], [-2.694, -2.657, 2.633], [4.181, 1.523, -1.584], [2.916, 0.967, -1.604], [1.567, 2.089, -1.488], [2.841, -0.306, -1.799], [1.549, -0.825, -1.818], [1.416, -1.839, -2.584], [0.204, -2.570, -2.895], [0.334, -3.712, -3.698], [-0.747, -4.483, -4.072], [-2.023, -4.090, -3.645], [-2.190, -2.958, -2.882], [-1.091, -2.145, -2.475], [-1.299, -1.089, -1.776], [4.199, 2.443, -1.176], [4.903, 0.898, -1.244], [2.318, -2.161, -3.110], [1.329, -4.005, -4.022], [-0.609, -5.382, -4.660], [-2.886, -4.690, -3.913], [-3.174, -2.660, -2.537], [5.886, 4.014, 2.746], [4.813, 3.028, 2.340], [5.116, 1.752, 1.884], [4.136, 0.828, 1.575], [4.599, -0.498, 1.081], [5.572, -0.574, 0.344], [3.914, -1.743, 1.535], [3.930, -2.859, 0.706], [3.372, -4.054, 1.129], [2.787, -4.139, 2.386], [2.766, -3.024, 3.216], [3.329, -1.831, 2.794], [2.735, 1.149, 1.631], [1.882, 0.275, 1.280], [2.426, 2.504, 2.055], [3.471, 3.368, 2.405], [1.050, 3.040, 2.078], [0.021, 2.344, 1.767], [-1.327, 2.921, 1.749], [-1.988, 2.963, 3.135], [-1.244, 1.379, 4.393], [-2.695, 1.988, 5.847], [-3.816, 1.202, 6.110], [-4.841, 1.671, 6.926], [-4.762, 2.938, 7.490], [-3.641, 3.725, 7.250], [-2.616, 3.250, 6.439], [0.891, 4.491, 2.474], [0.729, 4.840, 3.812], [0.539, 6.169, 4.171], [0.510, 7.158, 3.195], [0.680, 6.813, 1.860], [0.873, 5.485, 1.501], [6.873, 3.551, 2.701], [5.726, 4.371, 3.767], [5.892, 4.891, 2.092], [6.154, 1.447, 1.776], [4.372, -2.767, -0.279], [3.384, -4.916, 0.474], [2.335, -5.068, 2.709], [2.298, -3.084, 4.192], [3.312, -0.961, 3.441], [3.229, 4.369, 2.742], [-1.916, 2.270, 1.106], [-1.330, 3.922, 1.308], [-3.068, 2.838, 3.049], [-1.787, 3.899, 3.651], [-3.892, 0.218, 5.659], [-5.714, 1.052, 7.108], [-5.571, 3.316, 8.105], [-3.566, 4.713, 7.692], [-1.745, 3.871, 6.255], [0.766, 4.062, 4.565], [0.420, 6.436, 5.215], [0.364, 8.195, 3.477], [0.672, 7.583, 1.096], [1.027, 5.202, 0.463], [-0.225, -8.580, -1.356], [0.006, -7.038, -0.731], [-1.218, -6.178, 0.129], [-0.155, -4.738, 0.331], [0.989, -4.958, -0.237], [1.090, -6.229, -0.797], [2.353, -6.490, -1.410], [3.061, -5.401, -1.917], [4.280, -5.597, -2.544], [4.826, -6.871, -2.643], [4.148, -7.942, -2.079], [2.916, -7.761, -1.460], [-0.653, -3.368, 1.182], [2.646, -4.412, -1.786], [4.804, -4.744, -2.960], [5.780, -7.023, -3.134], [4.578, -8.938, -2.112], [2.403, -8.597, -1.014]], "lowdin_charge": [1.27, 0.11, -0.48, 0.09, -0.20, 0.00, -0.05, 0.01, -0.16, 0.16, -0.53, 0.05, -0.09, 0.13, 0.12, 0.10, 0.12, 0.07, 0.07, -0.89, 0.49, -0.01, -0.11, -0.09, -0.15, -0.08, -0.13, -0.11, -0.02, -0.39, -0.26, 0.06, 0.06, 0.12, 0.10, 0.09, 0.09, 0.10, -0.07, -0.28, 0.00, -0.10, -0.31, 0.05, -0.15, -0.01, -0.09, -0.10, -0.09, -0.03, -0.34, -0.22, -0.07, 0.00, -0.24, 0.00, -0.30, -0.43, 1.35, -0.55, -0.15, -0.11, -0.12, -0.11, -0.15, -0.20, -0.05, -0.09, -0.11, -0.09, -0.03, 0.06, 0.07, 0.07, 0.12, 0.11, 0.07, 0.10, 0.10, 0.12, 0.11, 0.06, 0.11, 0.05, 0.03, 0.09, 0.09, 0.09, 0.09, 0.09, 0.10, 0.09, 0.09, 0.10, 0.12, 0.46, -1.13, 0.92, -1.13, -0.01, -0.13, -0.20, -0.04, -0.08, -0.11, -0.10, -0.05, 0.57, 0.09, 0.10, 0.09, 0.09, 0.06], "homo_lumo_gap_ev": 5.620, "total_charge": -2, "homo_energy_ev": -2.174, "de_lowest_kj_mol": 0.0}